The following is a DFT calculation (the ωB97M-V functional and the def2-TZVPD basis) of a molecular structure, C3H3F5O2P at a distorted geometry.

Geometry as ORCA input:
```
! RIJCOSX wB97M-V def2-TZVPD def2/J DEFGRID3
* xyz -1 1
C -1.3314 0.7603 0.4339
C -0.8228 -0.7162 0.7053
C 1.5599 0.7169 -0.6353
O 1.3844 -2.3088 0.1514
O 0.0746 -1.4582 -2.0148
F -0.4196 -0.8593 1.9216
F -1.8078 -1.6197 0.4491
F 2.8118 0.6922 -1.1660
F 1.5948 0.9974 0.7109
F 0.8843 1.7480 -1.1861
P 0.5036 -1.3292 -0.5805
H -0.6657 1.4851 0.9204
H -1.3930 1.0211 -0.6076
H -2.3730 0.8704 0.8976
*
```

Values from the calculation:
**Gap between HOMO and LUMO**: 0.327 Ha
**E**: -30133.8947 eV
**LUMO energy**: 3.83 eV
**E_HOMO**: -5.1 eV

The following is a DFT calculation (the ωB97M-V functional and the def2-TZVPD basis) of a single C13H14N4O3S2 molecule at a distorted geometry.

Geometry as ORCA input:
```
! RIJCOSX wB97M-V def2-TZVPD def2/J DEFGRID3
* xyz 0 1
C -3.0107 -0.4640 4.4707
C -3.6231 -1.1018 3.2320
H -4.4748 -0.5231 2.8690
H -3.9325 -2.1296 3.4485
O -2.6995 -1.1189 2.1448
C -1.8113 -2.1244 2.1156
O -1.7675 -3.0183 2.9279
C -0.9269 -1.9876 0.9677
C 0.1182 -2.7851 0.5606
N 0.7443 -2.3568 -0.5583
C 0.2367 -1.2638 -1.0332
N 0.7361 -0.7255 -2.1809
C 0.4468 0.4054 -2.9158
O 0.9814 0.5611 -3.9840
C -0.5567 1.3628 -2.3168
H -0.4230 1.4592 -1.2408
H -1.5752 1.0453 -2.5409
S -0.3509 3.0105 -3.0605
C 1.3149 3.2613 -2.6250
N 1.8777 4.3761 -3.0682
C 3.1488 4.5562 -2.7683
C 3.8738 3.6341 -2.0218
C 3.1744 2.5172 -1.5910
N 1.8996 2.3269 -1.8825
H 3.6351 1.7431 -0.9899
H 4.9145 3.7796 -1.7878
H 3.5933 5.4695 -3.1419
H 1.4608 -1.3033 -2.5995
S -1.1192 -0.6381 -0.1173
C 0.5833 -4.0268 1.2265
H 1.6378 -3.9309 1.4779
H 0.0012 -4.2130 2.1229
H 0.4813 -4.8649 0.5393
H -3.7568 -0.4090 5.2580
H -2.6586 0.5392 4.2423
H -2.1732 -1.0628 4.8207
*
```

Values from the calculation:
**SMILES string**: CCOC(=O)c1sc(NC(=O)CSc2ncccn2)nc1C
**Gap between HOMO and LUMO**: 0.331 Ha
**E**: -47482.5344 eV
**LUMO energy**: 0.27 eV
**E_HOMO**: -8.7 eV

The following is a DFT calculation (the ωB97M-V functional and the def2-TZVPD basis) of 7 unconnected molecules or ions with the total composition C32H70B3ClO9 at a distorted geometry.

Geometry as ORCA input:
```
! RIJCOSX wB97M-V def2-TZVPD def2/J DEFGRID3
* xyz 0 1
C 1.8873 -0.4497 0.0759
C 0.5091 0.4436 0.1493
C -0.1901 0.9357 -1.2504
C -1.5924 1.7850 -1.1517
C -2.1888 2.0894 0.3542
C -3.6412 2.9082 0.4805
B -4.7942 1.6948 0.5767
O -5.4021 1.0688 -0.6505
B -4.7469 -0.2867 -0.6670
O -5.0250 -1.1406 0.5296
B -4.8495 -0.3263 1.7582
Cl -4.0459 -1.2237 3.2221
O -5.2672 1.1159 1.8708
C -1.4759 1.6279 1.7572
C -0.0696 0.7781 1.6705
H 1.6160 -1.5280 0.5031
H 2.7511 -0.0141 0.7354
H 2.1600 -0.6066 -1.0518
H 0.2547 0.7059 -2.3208
H -2.1947 2.1769 -2.0860
H -3.8031 3.5992 -0.4694
H -3.6220 3.5948 1.4306
H -4.0315 -0.6068 -1.5444
H -2.0070 1.9238 2.7616
H 0.4624 0.4458 2.6583
C 0.4870 4.9596 3.2054
C 1.1252 3.9874 4.1819
O 2.3856 3.4872 3.7421
C 3.4192 4.4464 3.5450
C 3.7894 5.2026 4.8096
H 0.4290 4.5203 2.2046
H -0.5216 5.2258 3.5341
H 1.0666 5.8831 3.1231
H 0.4668 3.1194 4.2912
H 1.2197 4.4326 5.1780
H 3.1510 5.1347 2.7374
H 4.2978 3.8898 3.2006
H 2.9687 5.8399 5.1498
H 4.6603 5.8425 4.6316
H 4.0232 4.5074 5.6223
C -1.7352 -4.0805 -2.0184
C -0.5662 -3.3498 -2.6550
O 0.6154 -3.3670 -1.8577
C 1.1728 -4.6452 -1.5704
C 1.6034 -5.4082 -2.8117
H -1.9173 -3.7099 -1.0048
H -2.6425 -3.9435 -2.6137
H -1.5435 -5.1545 -1.9435
H -0.8400 -2.2975 -2.7830
H -0.3545 -3.7394 -3.6564
H 0.4786 -5.2360 -0.9647
H 2.0554 -4.4660 -0.9465
H 0.7450 -5.6837 -3.4303
H 2.1259 -6.3294 -2.5324
H 2.2703 -4.7983 -3.4295
C 2.6512 0.1206 5.2943
C 2.5925 1.3311 6.2093
O 2.8493 1.0212 7.5769
C 4.1279 0.4716 7.8774
C 5.2800 1.3988 7.5290
H 1.9992 -0.6765 5.6651
H 2.3390 0.3907 4.2815
H 3.6638 -0.2876 5.2345
H 1.5818 1.7502 6.1697
H 3.2694 2.1201 5.8649
H 4.2461 -0.5037 7.3949
H 4.1411 0.2883 8.9574
H 5.3605 1.5491 6.4490
H 6.2284 0.9797 7.8818
H 5.1374 2.3829 7.9871
C 6.5755 2.4191 -1.1274
C 6.0967 1.1946 -0.3678
O 4.9985 0.5336 -0.9919
C 5.2249 0.0148 -2.2983
C 6.3148 -1.0425 -2.3469
H 5.7430 3.1016 -1.3252
H 7.3402 2.9507 -0.5539
H 7.0106 2.1469 -2.0930
H 5.7485 1.5108 0.6209
H 6.9172 0.4895 -0.1971
H 5.4322 0.8284 -3.0005
H 4.2815 -0.4406 -2.6193
H 7.2949 -0.6183 -2.1128
H 6.3712 -1.4881 -3.3459
H 6.1182 -1.8353 -1.6180
C -1.3477 -6.8116 -7.2176
C 0.0383 -6.3847 -6.7674
O 0.7899 -7.4382 -6.1696
C 1.0686 -8.5682 -6.9897
C 1.8954 -8.2320 -8.2192
H -1.8908 -7.2900 -6.3966
H -1.9208 -5.9471 -7.5647
H -1.2981 -7.5316 -8.0391
H -0.0665 -5.6057 -6.0052
H 0.6016 -5.9371 -7.5931
H 0.1396 -9.0769 -7.2655
H 1.6355 -9.2704 -6.3686
H 1.3398 -7.5959 -8.9136
H 2.1769 -9.1463 -8.7526
H 2.8061 -7.6933 -7.9382
C -11.0352 4.6965 0.1911
C -9.8662 5.4272 -0.4455
O -8.6846 5.4100 0.3518
C -8.1272 4.1318 0.6390
C -7.6966 3.3688 -0.6022
H -11.2173 5.0671 1.2047
H -11.9425 4.8335 -0.4042
H -10.8435 3.6225 0.2660
H -10.1400 6.4795 -0.5736
H -9.6545 5.0376 -1.4469
H -8.8214 3.5410 1.2448
H -7.2446 4.3110 1.2629
H -8.5550 3.0933 -1.2208
H -7.1741 2.4476 -0.3229
H -7.0297 3.9787 -1.2200
*
```

Values from the calculation:
**SMILES string**: Cc1ccc(CB2OBOB(Cl)O2)cc1.CCOCC.CCOCC.CCOCC.CCOCC.CCOCC.CCOCC
**Gap between HOMO and LUMO**: 0.302 Ha
**E**: -67293.7437 eV
**LUMO energy**: 0.02 eV
**E_HOMO**: -8.2 eV

The following is a DFT calculation (the ωB97M-V functional and the def2-TZVPD basis) of 2 unconnected molecules or ions with the total composition C2H7N4 at a distorted geometry.

Geometry as ORCA input:
```
! RIJCOSX wB97M-V def2-TZVPD def2/J DEFGRID3
* xyz 1 1
C 1.2765 -0.5207 -0.3506
C -2.6755 0.1238 0.1997
N -0.9444 -1.5548 -0.5253
N -1.7911 -0.8271 -0.4430
N 1.6794 0.5299 -1.0543
N 2.0962 -1.0114 0.5537
H -3.5986 0.1637 -0.3431
H -2.2440 1.2070 -0.0120
H -2.7520 -0.1082 1.3298
H 1.0288 1.1098 -1.5766
H 2.5404 0.9548 -0.7010
H 1.6973 -1.5794 1.2636
H 3.1368 -0.8072 0.5155
*
```

Values from the calculation:
**Gap between HOMO and LUMO**: 0.273 Ha
**E**: -8137.9621 eV
**LUMO energy**: -5.01 eV
**E_HOMO**: -12.4 eV

The following is a DFT calculation (the ωB97M-V functional and the def2-TZVPD basis) of 2 unconnected molecules or ions with the total composition C4H12 at a distorted geometry.

Geometry as ORCA input:
```
! RIJCOSX wB97M-V def2-TZVPD def2/J DEFGRID3
* xyz 0 1
C -1.0356 -2.2889 -0.2399
C -2.4797 -1.9415 0.0846
H -1.0016 -3.4229 0.0096
H -1.0315 -2.1202 -1.3620
H -0.2007 -1.7035 0.1857
H -3.1972 -2.4820 -0.5557
H -2.8813 -0.8904 -0.1541
H -2.6603 -2.2375 1.1036
C 2.3451 1.9988 -0.3529
C 1.1944 2.2961 0.5380
H 2.6171 2.8072 -1.0623
H 3.2854 1.9662 0.1180
H 2.3103 1.0129 -0.6628
H 1.5839 2.5872 1.4749
H 0.6317 1.4023 0.7494
H 0.5201 3.0162 0.1259
*
```

Values from the calculation:
**SMILES string**: CC.CC
**Gap between HOMO and LUMO**: 0.455 Ha
**E**: -4341.4160 eV
**LUMO energy**: 1.04 eV
**E_HOMO**: -11.3 eV

The following is a DFT calculation (the ωB97M-V functional and the def2-TZVPD basis) of 2 unconnected molecules or ions with the total composition C5H14PS at a distorted geometry.

Geometry as ORCA input:
```
! RIJCOSX wB97M-V def2-TZVPD def2/J DEFGRID3
* xyz 1 1
C 3.4011 -0.1964 0.5467
C -1.9407 -1.8489 -1.6517
C -1.3955 1.5308 1.1200
C 2.6225 0.9772 0.9587
C -2.0374 -1.0166 -0.3006
P -0.6026 0.0074 0.3327
S 0.1879 0.9093 -1.4239
H 4.4154 0.0047 0.4576
H 2.9578 -1.1841 0.3004
H 2.4259 1.4539 -0.0081
H -1.9649 -1.1540 -2.4064
H -1.0723 -2.5142 -1.5400
H -2.8446 -2.4747 -1.5884
H -2.1762 1.0474 1.7788
H -1.8639 2.0108 0.3614
H -0.8498 2.1870 1.7224
H 3.1593 1.6538 1.6228
H 1.6340 0.7596 1.2724
H -2.2621 -1.7145 0.5436
H -2.8728 -0.3536 -0.4020
H 1.0789 -0.0850 -1.6964
*
```

Values from the calculation:
**Gap between HOMO and LUMO (alpha / beta)**: 0.167 / 0.167 Ha
**E**: -25525.8726 eV
**LUMO energy (alpha / beta)**: -7.43 / -7.43 eV
**E_HOMO (alpha / beta)**: -12.0 / -12.0 eV